Model A:
CH2INS | wB97M-V/def2-TZVPD

LUMO (alpha / beta)	-0.03097 / -0.03095	Ha
total charge	0
HOMO (alpha / beta)	-8.79 / -8.79	eV
frontier orbital gap (alpha / beta)	7.947 / 7.943	eV

Each line ends with the Mulliken charge.
Cartesian coordinates (Å):
C1 -0.722 -0.598 -0.220  0.076
N1 1.281 0.147 0.228  -0.594
S1 -0.870 -2.132 -0.294  -0.157
I1 -2.120 0.934 -0.146  0.223
H1 0.823 0.795 0.864  0.225
H2 1.607 0.853 -0.432  0.227

***

Model B:
CH2INS | wB97M-V/def2-TZVPD

LUMO (alpha / beta)	-0.01180 / -0.01181	Ha
total charge	0
HOMO (alpha / beta)	-8.55 / -8.55	eV
structure (SMILES)	NC(=S)I
frontier orbital gap (alpha / beta)	8.230 / 8.230	eV

Each line ends with the Mulliken charge.
Cartesian coordinates (Å):
N1 0.792 0.384 0.099  -0.415
C1 -0.420 -0.202 -0.035  0.106
S1 -0.510 -2.083 0.053  -0.343
I1 -2.160 0.966 0.043  0.123
H1 1.432 -0.439 -0.063  0.262
H2 0.866 1.374 -0.097  0.267

***

model B ends up most stable, edging out the next structure by 55.9 kcal/mol.

***

Model A:
C3H11N2O2 | wB97M-V/def2-TZVPD

LUMO	-0.12238	Ha
total charge	+1
HOMO	-14.44	eV
frontier orbital gap	11.111	eV

Each line ends with the Mulliken charge.
Cartesian coordinates (Å):
N1 0.238 1.736 1.000  -0.339
C1 -0.674 0.748 0.331  0.027
C2 -0.668 0.966 -1.168  -1.280
C3 -0.216 -0.603 0.905  0.554
N2 -0.766 -1.691 0.371  -0.293
O1 0.487 -0.599 1.900  -0.674
H1 0.365 1.485 1.984  0.356
H2 -0.152 2.678 0.922  0.339
H3 1.150 1.739 0.546  0.358
H4 -1.673 0.844 0.758  0.363
H5 0.180 1.527 -1.571  0.402
H6 -1.534 1.537 -1.484  0.354
H7 -0.653 0.037 -1.735  0.310
H8 -0.586 -2.598 0.774  0.321
H9 -1.160 -1.723 -0.555  0.181
H10 2.205 -2.007 -1.761  0.313
H11 1.732 -2.347 -0.244  0.310
O2 1.724 -1.731 -0.974  -0.601

***

Model B:
C3H11N2O2 | wB97M-V/def2-TZVPD

LUMO	-0.11556	Ha
total charge	+1
HOMO	-14.76	eV
structure (SMILES)	C[C@](N)([NH3+])C(O)O
frontier orbital gap	11.616	eV

Each line ends with the Mulliken charge.
Cartesian coordinates (Å):
C1 0.894 1.295 0.425  -1.988
C2 0.373 -0.109 0.152  1.228
N1 1.317 -1.453 0.422  -0.697
N2 0.242 -0.257 -1.353  -0.562
C3 -1.077 -0.201 0.594  -0.226
O1 -1.700 -1.191 -0.207  -0.632
O2 -1.769 0.931 0.210  -0.530
H1 1.949 1.432 0.290  0.429
H2 0.670 1.558 1.462  0.346
H3 0.505 1.905 -0.294  0.678
H4 2.317 -1.183 0.473  0.290
H5 1.180 -1.908 1.255  0.251
H6 -0.174 0.484 -1.878  0.357
H7 1.074 -0.688 -1.807  0.347
H8 -0.627 -1.017 -1.493  0.464
H9 -1.245 -0.324 1.623  0.536
H10 -2.644 -0.982 -0.401  0.377
H11 -1.285 1.708 0.527  0.332

***

Model C:
C3H11N2O2 | wB97M-V/def2-TZVPD

LUMO	-0.30029	Ha
total charge	+1
HOMO	-14.11	eV
frontier orbital gap	5.936	eV

Each line ends with the Mulliken charge.
Cartesian coordinates (Å):
N1 -2.414 1.130 1.715  -0.718
C1 0.700 0.872 0.589  0.188
C2 1.691 1.856 0.383  -1.069
C3 0.590 -0.390 -0.198  0.541
N2 1.596 -0.646 -1.141  -0.485
O1 -0.390 -1.054 -0.027  -0.367
H1 -2.460 0.416 0.999  0.209
H2 -2.233 0.678 2.605  0.232
H3 -3.358 1.493 1.777  0.259
H4 -0.094 1.112 1.322  0.442
H5 2.346 1.588 -0.443  0.362
H6 2.276 2.006 1.308  0.365
H7 1.217 2.832 0.197  0.373
H8 1.124 -1.089 -1.932  0.344
H9 2.238 -1.336 -0.757  0.298
H10 -1.177 -3.794 -2.541  0.325
H11 -0.931 -2.718 -1.474  0.307
O2 -0.721 -2.957 -2.382  -0.605

***

model A ends up most stable, edging out the next structure by 47.6 kcal/mol.

***

Model A:
C3H11N2O2 | wB97M-V/def2-TZVPD

LUMO	-0.31442	Ha
total charge	+1
HOMO	-11.97	eV
frontier orbital gap	3.410	eV

Each line ends with the Mulliken charge.
Cartesian coordinates (Å):
N1 -2.034 0.322 4.681  -0.648
C1 -1.142 -0.149 -1.296  0.358
C2 -1.621 -0.813 -2.482  -1.114
C3 0.188 -0.139 -0.727  0.653
N2 1.151 -0.688 -1.487  -0.315
O1 0.417 0.482 0.310  -0.604
H1 -2.552 -0.324 5.256  0.221
H2 -2.577 1.129 4.419  0.216
H3 -1.195 0.553 5.189  0.219
H4 -1.894 0.535 -0.921  0.432
H5 -1.829 -0.089 -3.281  0.374
H6 -2.611 -1.244 -2.249  0.375
H7 -1.013 -1.645 -2.833  0.381
H8 2.122 -0.729 -1.170  0.246
H9 0.941 -1.203 -2.328  0.166
H10 3.343 1.575 0.142  0.313
H11 2.033 0.673 0.174  0.415
O2 2.973 0.717 -0.076  -0.687

***

Model B:
C3H11N2O2 | wB97M-V/def2-TZVPD

LUMO	-0.32635	Ha
total charge	+1
HOMO	-13.36	eV
frontier orbital gap	4.479	eV

Each line ends with the Mulliken charge.
Cartesian coordinates (Å):
N1 -0.100 2.745 -1.543  -0.654
C1 -0.405 -0.669 -0.962  0.334
C2 -0.449 -2.047 -1.537  -1.260
C3 0.132 -0.352 0.271  0.522
N2 0.543 -1.403 1.118  -0.360
O1 0.291 0.856 0.748  -0.672
H1 0.651 2.696 -2.291  0.236
H2 0.216 2.354 -0.647  0.251
H3 -0.428 3.714 -1.433  0.246
H4 -0.765 0.237 -1.539  0.484
H5 -1.294 -2.649 -1.196  0.416
H6 0.449 -2.604 -1.272  0.431
H7 -0.494 -2.021 -2.617  0.359
H8 0.796 -1.070 2.104  0.346
H9 0.079 -2.324 1.089  0.277
H10 0.178 1.153 3.969  0.314
H11 0.290 0.881 2.417  0.412
O2 0.310 0.504 3.322  -0.681

***

model A ends up most stable, edging out the next structure by 11.0 kcal/mol.

***

Model A:
C3H5F2N | wB97M-V/def2-TZVPD

LUMO (alpha / beta)	-0.01228 / 0.01196	Ha
total charge	0
HOMO (alpha / beta)	-8.58 / -9.13	eV
frontier orbital gap (alpha / beta)	8.248 / 9.457	eV

Each line ends with the Mulliken charge.
Cartesian coordinates (Å):
C1 0.582 -0.013 -1.328  -1.015
C2 -1.209 0.675 0.461  -0.270
C3 -0.071 -0.334 -0.045  1.028
N1 0.841 -0.260 1.025  -0.578
F1 -2.441 0.629 -0.060  -0.217
F2 -0.641 -1.592 -0.100  -0.324
H1 0.050 -0.347 -2.241  0.316
H2 1.475 0.685 -1.288  0.308
H3 -0.904 1.709 0.880  0.306
H4 0.536 -0.776 1.936  0.250
H5 1.782 -0.376 0.761  0.197

***

Model B:
C3H5F2N | wB97M-V/def2-TZVPD

LUMO	0.03486	Ha
total charge	0
HOMO	-8.83	eV
frontier orbital gap	9.776	eV

Each line ends with the Mulliken charge.
Cartesian coordinates (Å):
C1 1.457 1.271 -0.097  -0.485
C2 0.851 0.139 0.082  -0.345
C3 -1.413 0.216 0.004  0.504
N1 -1.899 -1.066 0.108  -0.486
F1 -1.780 1.015 1.016  -0.229
F2 -1.661 0.895 -1.157  -0.277
H1 2.541 1.336 -0.119  0.265
H2 0.933 2.201 -0.231  0.238
H3 1.125 -0.880 0.216  0.339
H4 -2.841 -1.141 0.477  0.231
H5 -1.767 -1.613 -0.730  0.244

***

model B ends up most stable, edging out the next structure by 20.6 kcal/mol.